No. 1
Below is the molecule C3H6BBrO at a distorted geometry, with properties calculated with wB97M-V/def2-TZVPD.

Last columns: bonded neighbours and bond lengths (Å).
Geometry (Å):
1 B -0.12 0.27 -0.35  C2 1.479, C4 1.556, O5 1.348
2 C 0.33 -0.65 0.72  B1 1.479, C3 1.609, H7 1.083
3 C -0.86 -1.18 1.66  C2 1.609, Br6 1.829, H8 1.136
4 C 1.06 0.91 -1.14  B1 1.556, H9 1.158, H10 1.101, H11 1.126
5 O -1.39 0.45 -0.75  B1 1.348, H12 1.050
6 Br -0.70 -2.18 3.19  C3 1.829
7 H 1.31 -1.11 0.76  C2 1.083
8 H -1.94 -1.00 1.36  C3 1.136
9 H 1.37 1.91 -0.66  C4 1.158
10 H 0.78 1.25 -2.15  C4 1.101
11 H 1.83 0.09 -1.25  C4 1.126
12 H -1.67 1.23 -1.39  O5 1.050

Values from the calculation:
LUMO energy	-0.26	eV
multiplicity	1
orbital gap	8.57	eV
E	-2791.97237	Eh
HOMO	-0.325	Eh
SMILES string	CB(O)/C=C/Br

***

No. 2
Below is the molecule C10H21NO2SSi at a distorted geometry, with properties calculated with wB97M-V/def2-TZVPD.

Last columns: bonded neighbours and bond lengths (Å).
Geometry (Å):
1 N 1.41 1.07 -1.10  O3 1.392, C5 1.295
2 O 0.52 -1.37 1.48  C13 1.441, C14 1.458
3 O 1.05 0.31 -2.21  N1 1.392, Si15 1.659
4 S 1.49 1.14 1.64  C5 1.775, C13 1.785
5 C 1.27 0.44 0.03  N1 1.295, S4 1.775, C14 1.508
6 C -0.48 -1.48 4.93  C7 1.513, H16 1.100, H17 1.095, H18 1.090
7 C -1.29 -0.94 3.78  C6 1.513, C8 1.523, H19 1.098, H20 1.110
8 C -0.61 0.20 3.03  C7 1.523, C13 1.543, H21 1.081, H22 1.088
9 C 1.97 -1.90 -0.51  C14 1.551, H23 1.099, H24 1.095, H25 1.079
10 C -1.13 -0.11 -4.15  Si15 1.857, H26 1.083, H27 1.087, H28 1.074
11 C -1.36 1.71 -1.80  Si15 1.852, H29 1.091, H30 1.083, H31 1.079
12 C 0.57 2.49 -3.97  Si15 1.868, H32 1.073, H33 1.089, H34 1.081
13 C 0.72 -0.28 2.41  O2 1.441, S4 1.785, C8 1.543, H35 1.085
14 C 0.86 -1.01 0.11  O2 1.458, C5 1.508, C9 1.551, H36 1.135
15 Si -0.17 1.04 -3.05  O3 1.659, C10 1.857, C11 1.852, C12 1.868
16 H 0.58 -1.65 4.68  C6 1.100
17 H -0.88 -2.44 5.28  C6 1.095
18 H -0.52 -0.81 5.79  C6 1.090
19 H -2.29 -0.60 4.10  C7 1.098
20 H -1.58 -1.78 3.11  C7 1.110
21 H -0.47 1.03 3.71  C8 1.081
22 H -1.27 0.56 2.25  C8 1.088
23 H 2.97 -1.67 -0.10  C9 1.099
24 H 1.79 -2.95 -0.26  C9 1.095
25 H 2.02 -1.74 -1.58  C9 1.079
26 H -0.48 -0.42 -4.97  C10 1.083
27 H -1.44 -0.99 -3.59  C10 1.087
28 H -2.02 0.23 -4.64  C10 1.074
29 H -2.42 1.61 -2.05  C11 1.091
30 H -1.20 1.23 -0.84  C11 1.083
31 H -1.17 2.76 -1.70  C11 1.079
32 H 1.29 2.95 -3.32  C12 1.073
33 H 1.11 2.00 -4.78  C12 1.089
34 H -0.13 3.21 -4.35  C12 1.081
35 H 1.39 -0.69 3.15  C13 1.085
36 H -0.08 -1.16 -0.51  C14 1.135

Values from the calculation:
LUMO energy	0.77	eV
multiplicity	1
orbital gap	9.59	eV
E	-1286.53193	Eh
HOMO	-0.324	Eh
ΔE to the lowest compared entry with this formula, charge and spin	0.000	eV
SMILES string	CCC[C@H]1O[C@H](C)/C(=N\O[Si](C)(C)C)S1

***

No. 3
Below is a cluster of 9 separate species, C37H80Cl16IN6 in total at a distorted geometry, with properties calculated with wB97M-V/def2-TZVPD.

Last columns: bonded neighbours and bond lengths (Å).
Geometry (Å):
1 C 5.61 -4.59 -0.83  C2 1.579, H29 1.129, H30 1.125, H31 1.129
2 C 6.47 -3.29 -0.58  C1 1.579, C3 1.596, H32 1.126, H33 1.127
3 C 5.55 -1.99 -0.55  C2 1.596, C4 1.585, H34 1.125, H35 1.131
4 C 6.02 -0.99 -1.69  C3 1.585, C5 1.595, H36 1.132, H37 1.136
5 C 5.10 0.31 -1.61  C4 1.595, C6 1.602, H38 1.129, H39 1.138
6 C 5.95 1.64 -1.37  C5 1.602, C7 1.589, H40 1.135, H41 1.128
7 C 5.02 2.83 -0.89  C6 1.589, C8 1.585, H42 1.134, H43 1.131
8 C 3.96 3.30 -1.97  C7 1.585, C9 1.610, H44 1.125, H45 1.136
9 C 2.56 3.60 -1.23  C8 1.610, C10 1.587, H46 1.135, H47 1.122
10 C 1.97 2.21 -0.76  C9 1.587, C11 1.590, H48 1.137, H49 1.134
11 C 1.60 2.12 0.79  C10 1.590, C12 1.582, H50 1.132, H51 1.132
12 C 2.13 0.83 1.53  C11 1.582, C13 1.610, H52 1.135, H53 1.143
13 C 1.46 -0.54 1.01  C12 1.610, N14 1.495, H54 1.130, H55 1.124
14 N 0.30 -0.32 0.09  C13 1.495, C15 1.444, H56 1.030
15 C 0.16 -1.42 -0.83  N14 1.444, N16 1.309, N22 1.432
16 N 1.17 -1.60 -1.63  C15 1.309, C17 1.477, H57 1.028
17 C 1.17 -2.69 -2.63  N16 1.477, C18 1.611, H58 1.117, H59 1.125
18 C 2.24 -2.27 -3.76  C17 1.611, N19 1.481, N20 1.495, N21 1.490
19 N 3.63 -2.61 -3.36  C18 1.481, H60 1.030, H61 1.030
20 N 2.06 -0.82 -4.08  C18 1.495, H62 1.019, H63 1.020
21 N 1.80 -2.99 -4.98  C18 1.490, H64 1.021, H65 1.021
22 N -1.07 -2.15 -0.79  C15 1.432, I23 2.033, C24 1.488
23 I -0.93 -4.07 -0.14  N22 2.033
24 C -1.98 -1.92 -1.94  N22 1.488, C25 1.578, H66 1.136, H67 1.140
25 C -3.48 -1.60 -1.56  C24 1.578, C26 1.580, H68 1.133, H69 1.138
26 C -3.76 -0.13 -1.03  C25 1.580, C27 1.612, C28 1.586, H70 1.133
27 C -5.14 0.33 -1.72  C26 1.612, H71 1.134, H72 1.134, H73 1.122
28 C -2.69 0.96 -1.44  C26 1.586, H74 1.135, H75 1.124, H76 1.133
29 H 6.30 -5.48 -0.90  C1 1.129
30 H 4.90 -4.78 0.02  C1 1.125
31 H 5.00 -4.54 -1.78  C1 1.129
32 H 7.21 -3.18 -1.43  C2 1.126
33 H 7.04 -3.32 0.39  C2 1.127
34 H 5.65 -1.46 0.44  C3 1.125
35 H 4.47 -2.32 -0.65  C3 1.131
36 H 7.11 -0.72 -1.52  C4 1.132
37 H 5.95 -1.49 -2.71  C4 1.136
38 H 4.52 0.42 -2.57  C5 1.129
39 H 4.43 0.21 -0.70  C5 1.138
40 H 6.74 1.43 -0.59  C6 1.135
41 H 6.45 1.88 -2.36  C6 1.128
42 H 5.71 3.72 -0.70  C7 1.134
43 H 4.53 2.53 0.09  C7 1.131
44 H 4.26 4.21 -2.55  C8 1.125
45 H 3.81 2.46 -2.72  C8 1.136
46 H 1.89 3.99 -2.05  C9 1.135
47 H 2.68 4.36 -0.40  C9 1.122
48 H 1.00 2.04 -1.33  C10 1.137
49 H 2.62 1.33 -1.04  C10 1.134
50 H 0.49 2.20 0.98  C11 1.132
51 H 2.08 3.02 1.29  C11 1.132
52 H 3.26 0.80 1.38  C12 1.135
53 H 1.99 0.88 2.67  C12 1.143
54 H 1.11 -1.08 1.94  C13 1.130
55 H 2.30 -1.14 0.57  C13 1.124
56 H -0.53 -0.34 0.69  N14 1.030
57 H 1.99 -0.99 -1.53  N16 1.028
58 H 0.21 -2.85 -3.18  C17 1.117
59 H 1.60 -3.62 -2.15  C17 1.125
60 H 3.91 -1.87 -2.70  N19 1.030
61 H 4.18 -2.54 -4.23  N19 1.030
62 H 1.80 -0.69 -5.06  N20 1.019
63 H 2.90 -0.28 -3.86  N20 1.020
64 H 2.26 -2.62 -5.81  N21 1.021
65 H 1.98 -3.99 -4.89  N21 1.021
66 H -1.51 -1.16 -2.64  C24 1.136
67 H -2.01 -2.88 -2.55  C24 1.140
68 H -4.13 -1.88 -2.44  C25 1.133
69 H -3.76 -2.31 -0.72  C25 1.138
70 H -3.94 -0.05 0.08  C26 1.133
71 H -4.88 0.64 -2.78  C27 1.134
72 H -5.82 -0.57 -1.81  C27 1.134
73 H -5.62 1.20 -1.19  C27 1.122
74 H -3.22 1.96 -1.45  C28 1.135
75 H -1.87 1.05 -0.67  C28 1.124
76 H -2.29 0.83 -2.50  C28 1.133
77 Cl -6.19 2.53 -4.36  C78 1.782
78 C -7.76 2.68 -3.54  Cl77 1.782, C79 1.513, H81 1.090, H82 1.091
79 C -8.20 4.12 -3.39  C78 1.513, Cl80 1.781, H83 1.091, H84 1.090
80 Cl -7.18 5.02 -2.25  C79 1.781
81 H -7.68 2.18 -2.57  C78 1.090
82 H -8.48 2.13 -4.14  C78 1.091
83 H -9.22 4.15 -3.01  C79 1.091
84 H -8.18 4.64 -4.35  C79 1.090
85 Cl -2.06 1.14 2.61  C86 1.783
86 C -1.95 2.57 3.66  Cl85 1.783, C87 1.512, H89 1.090, H90 1.091
87 C -2.18 3.85 2.90  C86 1.512, Cl88 1.779, H91 1.088, H92 1.090
88 Cl -0.86 4.20 1.76  C87 1.779
89 H -0.97 2.56 4.14  C86 1.090
90 H -2.71 2.46 4.44  C86 1.091
91 H -2.23 4.69 3.59  C87 1.088
92 H -3.11 3.82 2.34  C87 1.090
93 Cl -4.16 5.51 5.14  C94 1.783
94 C -5.35 6.70 4.56  Cl93 1.783, C95 1.513, H97 1.090, H98 1.090
95 C -6.06 6.22 3.31  C94 1.513, Cl96 1.783, H99 1.088, H100 1.088
96 Cl -4.97 6.17 1.90  C95 1.783
97 H -4.84 7.65 4.39  C94 1.090
98 H -6.08 6.84 5.36  C94 1.090
99 H -6.87 6.91 3.05  C95 1.088
100 H -6.49 5.23 3.44  C95 1.088
101 Cl 2.85 -1.06 4.17  C102 1.782
102 C 2.34 -1.16 5.87  Cl101 1.782, C103 1.514, H105 1.090, H106 1.091
103 C 1.15 -0.27 6.16  C102 1.514, Cl104 1.781, H107 1.091, H108 1.090
104 Cl 1.57 1.46 6.07  C103 1.781
105 H 3.19 -0.91 6.50  C102 1.090
106 H 2.07 -2.20 6.06  C102 1.091
107 H 0.79 -0.45 7.17  C103 1.091
108 H 0.33 -0.45 5.46  C103 1.090
109 Cl -4.90 -1.58 1.97  C110 1.782
110 C -4.63 -3.23 2.60  Cl109 1.782, C111 1.513, H113 1.090, H114 1.091
111 C -5.72 -4.19 2.17  C110 1.513, Cl112 1.780, H115 1.091, H116 1.090
112 Cl -7.29 -3.82 2.93  C111 1.780
113 H -4.57 -3.17 3.69  C110 1.090
114 H -3.67 -3.57 2.22  C110 1.091
115 H -5.46 -5.20 2.46  C111 1.091
116 H -5.86 -4.17 1.09  C111 1.090
117 Cl 3.05 -6.39 1.76  C118 1.783
118 C 4.48 -7.46 1.68  Cl117 1.783, C119 1.513, H121 1.090, H122 1.091
119 C 4.18 -8.85 2.20  C118 1.513, Cl120 1.781, H123 1.091, H124 1.090
120 Cl 3.89 -8.87 3.96  C119 1.781
121 H 5.28 -6.98 2.25  C118 1.090
122 H 4.78 -7.51 0.64  C118 1.091
123 H 5.04 -9.50 2.01  C119 1.091
124 H 3.31 -9.28 1.71  C119 1.090
125 Cl -8.69 6.41 6.48  C126 1.782
126 C -10.25 6.34 5.62  Cl125 1.782, C127 1.513, H129 1.090, H130 1.091
127 C -10.23 5.33 4.50  C126 1.513, Cl128 1.782, H131 1.091, H132 1.090
128 Cl -9.16 5.81 3.16  C127 1.782
129 H -10.47 7.35 5.24  C126 1.090
130 H -11.01 6.08 6.35  C126 1.091
131 H -11.24 5.22 4.08  C127 1.091
132 H -9.91 4.35 4.85  C127 1.090
133 Cl 6.81 -3.64 -4.35  C134 1.781
134 C 7.36 -2.88 -5.87  Cl133 1.781, C135 1.514, H137 1.090, H138 1.091
135 C 7.08 -1.39 -5.89  C134 1.514, Cl136 1.784, H139 1.090, H140 1.090
136 Cl 5.34 -1.02 -5.97  C135 1.784
137 H 6.86 -3.38 -6.70  C134 1.090
138 H 8.43 -3.05 -5.95  C134 1.091
139 H 7.54 -0.94 -6.77  C135 1.090
140 H 7.49 -0.89 -5.00  C135 1.090

Values from the calculation:
LUMO energy	-3.37	eV
multiplicity	1
orbital gap	8.39	eV
total charge	+1
E	-9446.81010	Eh
HOMO	-0.432	Eh

***

- Which value of E does entry 2 give?
  -1286.53193 Eh

***

- Which of these has the lowest HOMO?
  C37H80Cl16IN6